The following is a DFT calculation (wB97M-V/def2-TZVPD) of C29H48BrNOP2Zn as an isolated structure in a non-equilibrium geometry.

Summary:
Highest occupied orbital energy in eV: -12.72
Multiplicity: 1
DFT total energy in eV: -171406.4434
Relative energy (zero: lowest compared OMol25 entry of this formula, charge and spin) in eV: 2.8839
Total charge: +2

Positions of all 83 atoms, in Å:
C  2.656  4.500  -0.608
C  1.656  3.740  -1.192
C  1.607  3.651  -2.594
C  2.744  4.074  -3.326
N  3.771  4.660  -2.724
C  3.766  4.905  -1.394
C  0.584  3.184  -0.394
C  -0.451  2.959  0.183
C  -1.750  2.679  0.767
C  -1.890  1.428  1.490
C  -3.212  0.877  1.649
C  -4.328  1.604  1.239
C  -4.230  2.949  0.865
C  -2.923  3.496  0.626
Zn  -2.440  -0.839  1.080
P  1.583  -0.435  -0.068
H  0.730  3.260  -3.135
H  2.638  4.783  0.461
H  2.795  3.921  -4.440
H  4.636  5.417  -0.941
H  -2.781  4.559  0.361
H  -1.138  1.071  2.181
H  -5.154  3.542  0.810
H  -3.461  -0.164  2.153
C  2.335  -2.101  0.273
C  3.566  -2.517  -0.523
H  1.510  -2.815  0.101
H  2.538  -2.128  1.357
H  3.761  -3.567  -0.268
H  3.388  -2.451  -1.605
H  4.458  -1.936  -0.247
C  1.948  -0.031  -1.865
C  3.367  0.392  -2.261
H  1.243  0.796  -2.086
H  1.612  -0.898  -2.462
H  3.355  0.563  -3.349
H  3.641  1.347  -1.779
H  4.127  -0.383  -2.046
C  2.683  0.726  0.863
C  4.160  0.369  0.949
H  2.250  0.754  1.876
H  2.524  1.729  0.442
H  4.644  1.137  1.562
H  4.307  -0.600  1.442
H  4.659  0.362  -0.028
Br  -5.959  0.441  1.134
P  -1.704  -1.701  -1.199
C  -0.647  -2.595  -2.425
C  -1.241  -3.860  -3.033
H  0.282  -2.821  -1.866
H  -0.402  -1.857  -3.206
H  -0.459  -4.303  -3.656
H  -1.517  -4.601  -2.270
H  -2.097  -3.660  -3.696
C  -2.876  -2.970  -0.498
C  -4.216  -3.137  -1.183
H  -3.002  -2.710  0.596
H  -2.310  -3.905  -0.513
H  -4.830  -3.800  -0.561
H  -4.787  -2.206  -1.298
H  -4.137  -3.636  -2.159
C  -2.747  -0.486  -2.148
C  -3.224  -0.877  -3.551
H  -2.095  0.411  -2.193
H  -3.599  -0.213  -1.497
H  -3.768  -0.002  -3.934
H  -2.376  -1.071  -4.224
H  -3.927  -1.727  -3.537
C  -0.828  1.228  4.661
C  0.336  0.731  3.816
O  -0.006  -0.433  3.006
C  -0.299  -1.664  3.683
C  0.825  -2.219  4.566
H  -1.632  1.684  4.075
H  -0.414  1.992  5.325
H  -1.223  0.420  5.284
H  0.685  1.505  3.096
H  1.219  0.480  4.434
H  -1.203  -1.472  4.298
H  -0.567  -2.378  2.889
H  0.971  -1.615  5.463
H  0.518  -3.213  4.894
H  1.773  -2.330  4.034